{
  "formula": "C20H15Cl2N3OS",
  "method": "ωB97M-V/def2-TZVPD",
  "symbols": ["Cl", "Cl", "S", "O", "N", "N", "N", "C", "C", "C", "C", "C", "C", "C", "C", "C", "C", "C", "C", "C", "C", "C", "C", "C", "C", "C", "C", "H", "H", "H", "H", "H", "H", "H", "H", "H", "H", "H", "H", "H", "H", "H"],
  "positions_angstrom": [[-2.6240, -4.0788, -1.6153], [-3.1489, -3.6015, -7.1322], [-1.9859, 1.7962, 0.3664], [1.0540, -2.1267, 1.0068], [-1.8205, -0.2754, -1.1397], [1.5417, -3.7717, -2.3497], [-0.2854, -0.4240, 0.7277], [-0.3476, 2.6532, 0.7115], [3.4713, 0.5906, 2.6545], [2.7597, 1.7741, 2.1929], [1.6511, 2.3792, 2.8684], [-1.1775, -1.4594, -1.7398], [-2.8244, -2.8826, -5.4921], [-1.7188, -1.9863, -2.9515], [-0.4430, 3.5046, 1.9641], [-1.4676, -1.3310, -4.1934], [-2.4382, -3.2013, -3.0718], [1.0118, 3.6182, 2.4514], [-1.9795, -1.7001, -5.4621], [-0.0491, -2.0034, -1.1784], [0.7585, -3.0481, -1.8054], [-1.2706, 0.1922, -0.0566], [1.1659, 1.6458, 4.0925], [1.9422, 0.5451, 4.5853], [3.0783, -0.0337, 3.9459], [-3.0245, -3.6093, -4.3228], [0.3330, -1.4870, 0.1735], [0.2546, 1.9667, 4.6084], [1.6202, 4.1257, 1.7529], [-1.0210, 2.9775, 2.7250], [-1.0105, 4.4297, 1.8922], [0.0504, 3.3622, -0.0549], [4.3732, 0.1736, 2.2028], [3.1514, 2.2585, 1.2362], [0.1896, -0.1129, 1.5650], [1.7180, 0.0832, 5.5514], [3.4434, -0.9636, 4.3514], [0.3362, 1.8916, 0.8342], [-1.7821, -1.1857, -6.4015], [-3.5414, -4.5832, -4.5474], [-0.9081, -0.4000, -4.2738], [0.9638, 4.2977, 3.3281]],
  "forces_ev_per_a": [[-0.429, -0.702, 0.079], [-0.146, 0.720, 1.767], [1.682, -0.172, 0.086], [-1.026, 1.362, -3.038], [2.150, -2.437, -0.705], [-3.595, 2.989, 2.363], [-1.869, 1.531, -2.977], [-2.446, 2.410, -0.555], [-1.596, 0.015, 3.014], [0.820, -0.396, -0.086], [0.683, -4.436, 2.581], [0.620, 1.565, 2.920], [2.378, 1.163, -0.329], [-1.201, -0.990, -4.015], [0.332, -1.408, 0.684], [-0.753, 0.697, -1.351], [-0.327, 1.183, -1.058], [-1.477, 1.992, 1.500], [-1.358, -2.138, 1.502], [-0.201, 0.872, 0.496], [2.943, -1.986, -1.714], [-0.813, 0.958, 0.218], [2.477, 0.090, -1.998], [0.012, 0.320, -0.454], [-1.602, 2.991, -2.990], [0.064, -0.930, -0.344], [2.490, -4.600, 3.009], [0.522, 0.010, -0.086], [0.658, 0.567, -1.069], [0.148, -0.326, 0.115], [0.511, 0.332, -0.577], [-0.758, -0.974, -0.194], [-0.501, 0.395, -0.440], [-0.605, -0.603, 1.416], [-0.502, 0.419, 0.272], [-0.503, 0.260, -0.339], [0.586, 0.136, -0.153], [1.482, -1.450, 0.332], [0.170, 0.054, 0.506], [0.549, 0.980, 1.187], [0.150, -0.192, 0.720], [0.280, -0.273, -0.295]],
  "e_homo_ev": -9.181,
  "homo_lumo_gap_ev": 8.48,
  "max_force_ev_per_a": 6.03,
  "charge": 0,
  "smiles": "N#Cc1c(-c2ccc(Cl)cc2Cl)nc(SCCCc2ccccc2)[nH]c1=O",
  "e_tot_ev": -63378.6409,
  "lumo_energy_ev": -0.705
}